Computed, not measured: 2 unconnected molecules or ions with the total composition C9H12N5, with ωB97M-V with the def2-TZVPD basis set.

For the LUMO energy (alpha / beta), the calculation gives -6.11 / -6.11 eV. As for the total charge: +1. Its HOMO-LUMO gap (alpha / beta) is 6.199 / 6.196 eV. For the energy relative to the best compared isomer or geometry (same formula, charge and spin), the calculation gives 348.2 kJ/mol. The HOMO energy (alpha / beta) comes out at -12.31 / -12.31 eV. The strongest force on any atom comes out at 3.56 eV/Å.

XYZ file:
```
26
Properties=species:S:1:pos:R:3:forces:R:3
N 1.7338 -0.3414 1.1732 -0.87 0.24 0.83
N 1.7702 -0.3778 -1.2197 1.13 -0.01 0.88
N -0.5833 2.0643 -0.5270 1.35 -2.43 -0.35
N -0.9322 -0.5953 1.0844 -0.67 0.49 1.66
N -0.9072 -0.7917 -1.2396 0.73 0.60 -0.38
C -0.2666 -0.5884 -0.0907 -0.73 0.49 1.21
C 1.1558 -0.4094 0.0013 1.97 -0.10 -2.16
C -1.9559 -1.3432 1.1782 0.49 -0.45 -1.95
C 3.1052 -0.2928 -1.1476 1.40 -0.10 -0.47
C -1.5051 2.7716 0.3350 1.48 -2.19 0.80
C -2.0030 -1.4349 -1.2166 0.15 -0.49 -0.22
C -2.4374 -2.1930 0.0382 -0.87 2.29 -0.61
C 3.0501 -0.1728 1.2479 -1.75 -0.46 -3.07
C 3.8004 -0.1685 0.0843 -2.80 -0.33 0.08
H -3.5515 -2.1910 0.2396 1.20 -1.02 -0.97
H -2.4653 2.4286 0.1150 -1.86 0.16 -0.90
H -0.7344 1.9167 -1.5345 -0.05 0.52 1.04
H -2.6594 -1.4389 1.9523 0.00 0.63 1.97
H -1.2880 3.7699 0.1298 -0.60 2.09 0.71
H 0.4005 1.9902 -0.2581 -0.74 0.62 -0.27
H 3.3919 -0.0977 2.2040 1.42 0.22 2.37
H -1.8479 -3.0918 0.0959 -0.51 -1.11 -0.10
H -1.4344 2.3933 1.3957 0.67 0.92 -0.87
H -2.4198 -1.2917 -2.1994 -1.44 -1.01 0.01
H 4.8119 -0.1625 0.2441 2.52 0.24 -0.52
H 3.7714 -0.3520 -2.0858 -1.62 0.18 1.28
```
Positions in Å, forces in eV/Å.

---

Computed, not measured: a molecular structure, C56H38N4PdTe, with ωB97M-V with the def2-TZVPD basis set.

For the LUMO energy (alpha / beta), the calculation gives -0.60 / -2.44 eV. The spin multiplicity is 3. Its HOMO-LUMO gap (alpha / beta) is 4.739 / 4.495 eV. The HOMO energy (alpha / beta) comes out at -5.33 / -6.94 eV. The strongest force on any atom comes out at 0.29 eV/Å.

XYZ file:
```
100
Properties=species:S:1:pos:R:3:forces:R:3
Te -0.5220 -1.0599 -1.9649 -0.04 -0.28 -0.06
Pd -0.2972 0.8372 0.4289 0.05 0.22 0.12
N 1.7272 0.8963 0.5093 0.03 -0.01 -0.09
N -0.2714 2.0576 -1.2197 -0.08 0.19 0.01
N -2.3342 0.8675 0.4037 -0.01 0.03 -0.04
N -0.3188 -0.2101 2.1621 0.03 -0.07 0.02
C 2.5519 1.5228 -0.3772 0.02 0.01 0.07
C 3.5002 -0.8219 -3.5808 -0.01 0.05 0.03
C 1.5495 -1.2840 -2.2518 -0.06 0.03 0.00
C -1.0892 -2.9973 0.3210 0.00 -0.07 -0.07
C 3.0952 -1.4141 3.1827 0.04 0.05 0.00
C -3.1647 0.2527 1.2915 0.00 0.00 -0.03
C 3.7018 -2.0780 -1.5437 -0.05 -0.03 0.01
C -0.8235 -5.3362 -1.1585 0.00 0.02 0.00
C 2.1361 2.4226 -1.4141 0.20 0.03 -0.06
C -3.8177 -0.9262 3.3754 0.00 0.07 0.02
C 4.0482 4.0247 -1.4291 0.06 -0.03 -0.02
C -5.8370 -1.9304 5.0134 0.01 0.03 -0.01
C -3.6853 2.0870 -4.0075 0.02 -0.04 -0.02
C -1.3625 2.4665 -1.9467 0.29 0.00 -0.01
C 0.7597 -0.7550 2.8055 -0.22 0.07 0.04
C 2.5329 0.1310 1.3127 0.05 0.02 0.04
C 5.2417 4.5628 -3.4481 -0.01 0.01 0.02
C -1.1143 -5.4007 0.1988 0.00 0.00 -0.01
C -5.2803 -2.7302 4.0251 0.02 0.01 0.00
C -3.6952 2.5637 -2.7000 -0.03 0.06 0.06
C -2.7410 -0.3827 2.4971 -0.11 -0.01 -0.03
C -4.4950 0.3112 0.8363 -0.04 -0.05 0.08
C -1.4389 -0.5791 2.8735 0.13 0.01 0.12
C 2.1310 -0.7043 -3.3739 0.08 0.01 -0.03
C -5.5904 3.4498 -4.5507 0.01 0.01 0.04
C -2.6708 2.1012 -1.7214 -0.16 -0.07 -0.01
C 4.0183 -3.5267 3.9073 0.01 0.02 0.00
C 2.3356 -1.9658 -1.3297 0.07 0.03 -0.04
C 2.0785 -0.6520 2.4084 0.06 -0.04 -0.08
C 0.8367 2.6450 -1.7873 -0.19 -0.03 -0.05
C 0.4101 3.5002 -2.8804 0.11 0.01 0.02
C 0.3053 -1.4389 4.0031 0.16 -0.04 -0.07
C -3.1280 1.3242 -0.6171 0.03 0.08 0.03
C -4.6716 3.4865 -2.3264 0.02 -0.01 -0.01
C -4.2752 -2.2292 3.2087 0.02 -0.02 -0.01
C 4.2862 -1.5100 -2.6678 -0.03 -0.01 -0.02
C -4.3838 -0.1261 4.3632 -0.01 -0.02 -0.01
C -5.3876 -0.6270 5.1807 0.01 -0.04 -0.01
C 3.2171 3.1538 -2.1342 -0.08 0.01 0.12
C -5.6096 3.9300 -3.2468 0.01 -0.02 -0.01
C 4.4217 3.6974 -4.1563 -0.02 -0.02 0.02
C 4.0750 -0.7528 3.9205 0.00 0.00 0.03
C 3.8775 0.2740 0.9177 0.01 -0.04 0.05
C 3.4147 2.9995 -3.5020 0.07 -0.01 -0.07
C 5.0097 -1.4704 4.6514 0.00 -0.04 0.00
C -4.6279 2.5248 -4.9278 0.00 0.00 0.02
C -0.9203 3.3744 -2.9915 -0.18 -0.03 0.02
C -4.4705 0.9776 -0.3698 -0.04 -0.02 -0.10
C -1.0308 -1.3210 4.0502 -0.15 -0.01 -0.06
C -0.7959 -2.9340 -1.0369 0.02 -0.03 -0.07
C -0.6698 -4.1052 -1.7802 0.01 0.00 0.08
C -1.2507 -4.2337 0.9364 0.00 0.00 0.00
C 3.8892 1.1566 -0.1404 0.03 0.00 -0.02
C 4.9847 -2.8598 4.6466 -0.01 0.05 -0.02
C 3.0789 -2.8067 3.1821 -0.02 -0.03 -0.04
C 5.0514 4.7254 -2.0814 -0.04 -0.02 0.01
H 1.5175 -0.1752 -4.0960 0.02 -0.03 0.02
H -6.3241 3.7945 -5.2684 0.01 0.00 0.02
H -0.4449 -4.0552 -2.8381 0.00 0.00 0.00
H 4.7383 1.4955 -0.7111 -0.01 -0.03 0.03
H -6.3570 4.6532 -2.9456 0.01 -0.01 0.00
H -4.6857 3.8568 -1.3085 0.00 0.00 -0.01
H -4.6109 2.1398 -5.9397 0.00 0.00 0.01
H 0.9504 -1.9351 4.7094 0.01 0.02 -0.01
H -1.5705 3.8685 -3.6948 -0.01 -0.02 0.02
H -5.3468 -0.1052 1.3494 0.01 0.02 -0.02
H -2.9355 1.3604 -4.2981 0.00 0.01 0.00
H 5.6865 5.3996 -1.5208 -0.01 0.00 -0.01
H -6.6206 -2.3210 5.6501 0.01 0.01 0.00
H 5.3523 -1.6029 -2.8313 -0.01 0.01 0.01
H 3.9956 -4.6092 3.8925 0.00 0.02 0.00
H -4.0308 0.8906 4.4875 -0.01 -0.01 0.00
H -1.7099 -1.7094 4.7924 0.02 0.02 0.00
H -3.8378 -2.8483 2.4332 -0.02 0.00 0.00
H 3.9523 -0.3779 -4.4593 -0.01 0.01 0.01
H -1.2362 -6.3633 0.6792 0.00 0.01 0.00
H -1.1829 -2.0882 0.8978 -0.01 0.00 -0.01
H 4.5656 3.5615 -5.2209 -0.01 0.00 0.01
H 2.3245 -3.3250 2.6008 0.00 0.00 0.02
H 4.3118 -2.6026 -0.8186 0.00 0.01 -0.01
H 5.7597 -0.9436 5.2276 -0.01 0.00 0.00
H 4.0945 0.3302 3.9230 -0.01 -0.01 0.00
H 1.0640 4.1128 -3.4791 -0.02 -0.01 0.04
H -1.4771 -4.2782 1.9955 0.02 0.01 -0.01
H -5.6279 -3.7466 3.8890 0.00 0.01 0.00
H -5.8186 0.0008 5.9502 0.00 0.00 -0.01
H 4.7174 -0.2353 1.3612 -0.02 0.03 -0.01
H 2.7757 2.3234 -4.0540 -0.01 -0.06 -0.02
H 1.8915 -2.4001 -0.4421 -0.03 -0.01 0.00
H 6.0250 5.1096 -3.9578 0.00 -0.01 0.01
H 3.9049 4.1403 -0.3616 0.00 0.02 -0.02
H -0.7213 -6.2461 -1.7363 0.00 0.01 0.01
H -5.3012 1.1950 -1.0208 0.01 0.01 0.04
H 5.7175 -3.4185 5.2145 -0.01 0.00 0.00
```
Positions in Å, forces in eV/Å.

---

Computed, not measured: a single C6H13NO molecule, with ωB97M-V with the def2-TZVPD basis set.

For the LUMO energy, the calculation gives 0.97 eV. As for the SMILES: CCNCCCC=O. Its HOMO-LUMO gap is 10.036 eV. For the energy relative to the best compared isomer or geometry (same formula, charge and spin), the calculation gives 162.2 kJ/mol. The HOMO energy comes out at -9.06 eV. The strongest force on any atom comes out at 2.22 eV/Å.

XYZ file:
```
21
Properties=species:S:1:pos:R:3:forces:R:3
O 0.3466 4.2732 -0.4556 -0.12 -0.08 0.19
N -0.4958 -1.6554 -0.1031 0.23 0.17 0.95
C 0.8470 1.9099 -0.5578 -0.91 0.69 0.44
C -0.1421 0.7384 -0.4967 0.73 -0.41 0.11
C -1.0118 -3.9738 0.7581 -0.60 0.73 -0.49
C 0.5276 -0.5994 -0.1139 -1.47 0.78 -0.54
C 0.2087 3.1724 0.0081 0.18 0.02 -0.84
C -0.1397 -2.7304 0.7907 1.68 -1.13 0.91
H -0.5494 -2.0766 -1.0050 -0.22 -0.08 -0.82
H -0.5062 -4.7512 1.3065 -0.02 -0.38 0.19
H 1.6995 1.8583 0.1245 0.27 -0.73 -0.09
H 1.1851 2.0690 -1.5779 0.26 0.24 0.09
H -0.5927 0.6307 -1.4821 -0.14 -0.02 -0.04
H 0.0104 -2.4547 1.8452 -0.87 0.75 -0.15
H 0.9105 -3.0641 0.6431 -0.12 -0.10 -0.68
H 1.3079 -0.7708 -0.8630 0.37 -0.28 0.44
H -0.9558 0.9311 0.1999 -0.04 0.02 0.14
H -1.2153 -4.3180 -0.2592 0.27 -0.06 -0.04
H 0.8935 -0.4905 0.9031 0.48 -0.14 -0.03
H -0.3874 3.0025 0.9278 -0.01 0.06 0.06
H -1.9956 -3.7766 1.1862 0.05 -0.04 0.19
```
Positions in Å, forces in eV/Å.